Entry 1:
This record from the OMol25 dataset describes C33H53BN6O3S3V as an isolated structure at a distorted geometry. The level of theory is ωB97M-V/def2-TZVPD.

multiplicity: 2
charge: +2
E_LUMO (alpha / beta): -6.323 / -5.666 eV
<S²>: 1.23
orbital gap (alpha / beta): 7.10 / 7.13 eV
M: 739.78 g mol⁻¹

Last column: Löwdin spin population.
Atoms and positions in Å:
V: -0.8281 -0.1905 -3.0263  1.394
C: -0.9370 4.8611 -1.6572  -0.002
C: -0.3904 3.8050 -0.7368  -0.001
C: 0.3041 4.1067 0.3928  0.001
C: 0.8132 3.0881 1.2247  -0.003
N: 0.6212 1.8265 0.9271  -0.003
N: -0.0549 1.5273 -0.1942  -0.023
B: -0.1748 -0.0122 -0.4850  -0.222
N: -1.3271 -0.6889 0.3470  -0.022
N: -1.2461 -0.5827 1.6886  -0.002
C: -2.2358 -1.0533 2.4089  0.000
C: -3.3898 -1.5871 1.7929  0.002
C: -3.4415 -1.7677 0.4497  0.002
C: -4.6179 -2.4025 -0.2397  -0.001
C: -2.3158 -1.3241 -0.2813  -0.007
S: -2.2325 -1.6107 -1.9722  -0.029
C: -2.0632 -1.0533 3.9279  0.000
C: -3.4014 -1.2241 4.6528  0.000
C: -1.4004 0.2554 4.3812  0.000
C: -1.1722 -2.2646 4.2679  0.000
N: 1.2252 -0.6888 -0.2617  -0.018
N: 1.6360 -0.8784 1.0183  -0.005
C: 2.8071 -1.4274 1.2049  0.000
C: 3.5875 -1.8684 0.1056  -0.001
C: 3.2174 -1.5982 -1.1674  0.001
C: 4.0494 -1.9767 -2.3626  -0.001
C: 1.9732 -0.9406 -1.3239  0.003
S: 1.4318 -0.4509 -2.8831  -0.017
C: 3.3636 -1.5825 2.6183  0.000
C: 3.3810 -3.0782 2.9707  0.000
C: 4.8015 -1.0247 2.6403  0.000
C: 2.5492 -0.8038 3.6469  0.000
C: -0.5518 2.4322 -1.0253  0.001
S: -1.3983 1.9288 -2.4460  -0.058
C: 1.6646 3.3813 2.4630  0.000
C: 3.1161 2.9803 2.1268  0.000
C: 1.6156 4.8664 2.8323  0.000
C: 1.1560 2.5482 3.6476  0.000
H: -0.7297 5.8553 -1.2656  0.000
H: -2.0176 4.7522 -1.7841  -0.001
H: -0.4878 4.7739 -2.6498  -0.001
H: 0.4701 5.1453 0.6544  0.000
H: -4.2334 -1.8909 2.4025  0.000
H: -5.4132 -2.6130 0.4740  0.000
H: -4.3266 -3.3395 -0.7203  -0.001
H: -5.0099 -1.7521 -1.0236  0.000
H: -4.1093 -0.4231 4.4084  0.000
H: -3.2196 -1.1807 5.7286  0.000
H: -3.8716 -2.1904 4.4472  0.000
H: -2.0560 1.1128 4.1933  0.000
H: -0.4574 0.4184 3.8537  0.000
H: -1.1973 0.2120 5.4547  0.000
H: -1.7025 -3.2036 4.0702  0.000
H: -0.9024 -2.2455 5.3279  0.000
H: -0.2616 -2.2624 3.6721  0.000
H: 4.5177 -2.3969 0.2894  0.000
H: 4.9783 -2.4513 -2.0485  0.000
H: 4.2931 -1.0976 -2.9649  -0.001
H: 3.5023 -2.6666 -3.0105  0.000
H: 3.9903 -3.6626 2.2720  0.000
H: 2.3672 -3.4968 2.9761  0.000
H: 3.8079 -3.2105 3.9681  0.000
H: 5.4913 -1.6103 2.0246  0.000
H: 5.1788 -1.0506 3.6661  0.000
H: 4.8296 0.0154 2.2978  0.000
H: 1.4841 -0.9996 3.5690  0.000
H: 2.6978 0.2720 3.5189  0.000
H: 2.8854 -1.0749 4.6505  0.000
H: 3.5186 3.5968 1.3161  0.000
H: 3.1671 1.9298 1.8197  0.000
H: 3.7545 3.1185 3.0049  0.000
H: 2.1032 5.5030 2.0863  0.000
H: 2.1508 5.0093 3.7739  0.000
H: 0.5882 5.2183 2.9833  0.000
H: 1.0923 1.4931 3.3808  0.000
H: 0.1618 2.8857 3.9632  0.000
H: 1.8376 2.6580 4.4975  0.000
C: -0.9085 -3.5270 -4.1661  0.001
O: -0.6181 -2.1362 -4.4186  0.005
C: -0.5871 -1.8301 -5.8134  0.000
C: 0.1856 -0.5613 -5.9619  0.001
O: -0.3726 0.4769 -5.1181  0.001
C: -1.3677 1.3242 -5.7369  0.000
C: -2.7346 0.7322 -5.5874  0.000
O: -2.8731 0.3261 -4.2257  0.006
C: -4.1897 0.5442 -3.6926  0.001
H: -0.1394 -4.1451 -4.6242  0.000
H: -1.8835 -3.7933 -4.5729  0.000
H: -0.9094 -3.6797 -3.0945  0.000
H: -1.6030 -1.7605 -6.1987  0.000
H: -0.0670 -2.6138 -6.3633  0.000
H: 0.2006 -0.2368 -6.9990  0.000
H: 1.2038 -0.7094 -5.6302  0.000
H: -1.1260 1.4715 -6.7864  0.000
H: -1.3093 2.2769 -5.2277  -0.001
H: -2.9004 -0.1212 -6.2428  0.000
H: -3.4673 1.4989 -5.8387  0.000
H: -4.4353 1.6022 -3.7322  0.000
H: -4.1826 0.2112 -2.6639  0.000
H: -4.9223 -0.0281 -4.2562  0.000

Force components x, y, z for each atom (eV/Å):
0.02 0.33 -0.70
0.01 -0.13 0.05
-0.16 0.29 -0.25
0.05 0.28 0.18
0.17 0.01 0.16
-0.04 -0.02 -0.23
0.21 -0.47 0.35
0.05 -0.11 -0.37
0.34 0.22 0.08
-0.13 0.14 -0.25
0.07 0.09 0.20
-0.14 -0.21 0.28
-0.30 -0.22 -0.17
0.13 0.05 0.06
0.07 0.10 -0.19
-0.64 -0.69 0.61
0.01 0.05 -0.03
-0.08 0.12 0.03
0.11 -0.11 -0.10
-0.11 -0.04 0.01
-0.42 0.17 0.51
-0.11 -0.15 -0.25
0.05 0.04 0.11
0.33 -0.07 0.21
0.25 -0.11 -0.42
-0.09 0.05 0.09
0.00 0.00 -0.21
0.58 0.01 0.05
0.05 0.01 -0.09
-0.07 -0.09 0.01
0.04 -0.07 -0.03
0.04 0.12 -0.03
-0.15 0.03 -0.18
-0.16 0.45 0.27
0.01 -0.06 -0.07
-0.05 -0.02 -0.04
0.03 0.05 0.07
-0.09 0.06 -0.05
0.00 -0.04 0.00
0.10 -0.02 0.04
-0.02 -0.01 0.07
-0.01 -0.11 -0.03
0.11 0.05 -0.06
0.06 0.02 -0.01
0.02 0.05 0.03
0.02 0.00 0.03
0.09 -0.11 0.01
-0.03 -0.01 -0.07
0.06 0.10 0.04
0.07 -0.10 0.00
-0.26 -0.09 0.13
-0.04 -0.01 -0.10
0.07 0.12 0.02
-0.04 0.00 -0.12
0.10 0.03 0.00
-0.12 0.07 0.00
-0.07 0.02 0.01
-0.03 -0.05 0.08
0.02 0.05 0.06
-0.09 0.09 0.07
0.15 0.07 0.00
-0.03 0.00 -0.08
-0.07 0.08 0.10
-0.04 -0.01 -0.10
-0.01 -0.11 0.04
-0.09 -0.07 0.00
0.03 -0.18 0.02
-0.02 0.03 -0.07
-0.04 -0.07 0.07
-0.02 0.11 0.06
-0.09 0.00 -0.09
-0.06 -0.08 0.07
-0.04 0.01 -0.08
0.14 -0.06 0.00
0.04 0.22 0.01
0.13 -0.05 -0.04
-0.09 0.00 -0.12
0.08 0.21 -0.09
-0.27 -0.02 0.13
-0.02 -0.27 0.18
-0.21 0.39 0.02
0.11 -0.17 0.10
0.34 -0.21 -0.05
-0.24 -0.01 0.13
0.12 -0.13 0.06
0.14 -0.05 -0.11
0.07 -0.01 -0.06
-0.07 0.03 -0.03
0.03 0.05 0.06
-0.11 -0.02 -0.05
0.04 -0.17 -0.01
-0.03 0.14 -0.09
0.23 0.04 0.11
0.12 0.01 -0.10
0.08 0.15 0.15
-0.05 -0.07 -0.05
-0.12 0.03 0.02
0.00 0.14 -0.02
0.04 -0.05 0.11
-0.05 -0.08 -0.09


Entry 2:
This record from the OMol25 dataset describes a 6-piece molecular cluster, C33H53BrClNO9P overall at a distorted geometry. The level of theory is ωB97M-V/def2-TZVPD.

multiplicity: 1
charge: +1
E_LUMO: -4.600 eV
orbital gap: 6.06 eV
M: 754.12 g mol⁻¹

Last column: Löwdin charge in e.
Atoms and positions in Å:
C: -4.4485 1.4797 3.5860  0.133
C: -5.1905 1.5944 2.6432  -0.121
C: -5.9318 1.6300 1.3339  -0.195
C: -5.0969 1.0266 0.1755  -0.171
C: -3.6210 1.5818 0.1301  -0.133
C: -3.0711 1.6022 -1.2990  -0.131
C: -2.7397 2.8545 -1.9027  -0.240
P: -2.8892 4.4827 -1.0158  0.631
O: -4.4234 4.5957 -0.3773  -0.332
Br: -1.4437 4.4648 0.7255  0.390
C: -2.2527 2.9181 -3.2227  -0.082
C: -1.8795 4.2136 -3.9609  -0.493
O: -0.7421 4.3827 -4.2719  0.189
O: -2.8143 5.1439 -4.3177  0.100
C: -2.1079 1.7121 -3.9492  0.073
C: -2.4436 0.5153 -3.2751  0.007
N: -2.8962 0.4639 -2.0031  0.009
C: -3.1706 -0.8870 -1.4665  -0.042
C: -1.7949 -1.6632 -1.5483  -0.758
O: -0.9356 -1.2809 -0.8323  0.089
Cl: -1.5988 -2.9925 -2.7040  0.737
H: -3.6214 1.5035 4.2951  0.025
H: -6.3149 2.6439 1.1128  0.115
H: -6.8380 0.9998 1.4497  0.120
H: -5.1386 -0.0716 0.2617  0.105
H: -5.5651 1.2945 -0.7938  0.125
H: -2.9959 0.9090 0.7563  0.136
H: -3.5739 2.5739 0.5998  0.051
H: -4.4024 5.3665 0.2174  0.065
H: -3.2405 5.4957 -3.5169  0.087
H: -1.7628 1.6602 -4.9848  0.153
H: -2.3252 -0.4154 -3.8481  0.146
H: -3.4591 -0.8962 -0.4113  0.123
H: -3.8888 -1.3717 -2.1470  0.141
C: 0.1642 2.5366 4.2069  -0.164
C: 0.3634 2.2932 5.6947  -0.156
C: -1.0639 2.3398 6.2134  -0.176
O: -1.9027 1.8665 5.1471  -0.185
C: -1.1370 1.7992 3.9408  -0.220
H: 0.9883 2.1808 3.5883  0.119
H: 0.0339 3.6048 4.0212  0.089
H: 0.7875 1.2983 5.8543  0.118
H: 1.0140 3.0217 6.1762  0.119
H: -1.3675 3.3632 6.4526  0.123
H: -1.2111 1.7188 7.0973  0.122
H: -0.9555 0.7417 3.7154  0.124
H: -1.7099 2.2368 3.1191  0.078
C: 1.3882 8.5015 3.3000  -0.168
C: 0.8668 7.4561 2.3268  -0.179
C: 0.9289 6.1913 3.1673  -0.233
O: 0.7212 6.5857 4.5247  -0.140
C: 0.8116 8.0140 4.6192  -0.196
H: 1.0875 9.5194 3.0550  0.116
H: 2.4801 8.4667 3.3327  0.117
H: -0.1709 7.6797 2.0621  0.109
H: 1.4447 7.3842 1.4056  0.115
H: 1.9144 5.7170 3.1004  0.125
H: 0.1710 5.4580 2.8829  0.036
H: -0.1979 8.4063 4.7804  0.118
H: 1.4298 8.2853 5.4753  0.120
C: 1.9341 0.1461 -1.9027  -0.160
C: 2.9950 0.0064 -2.9838  -0.158
C: 2.1472 -0.1732 -4.2329  -0.184
O: 0.9271 0.5529 -4.0091  -0.150
C: 0.8515 0.9245 -2.6296  -0.213
H: 2.2856 0.6479 -1.0019  0.120
H: 1.5604 -0.8413 -1.6195  0.103
H: 3.5763 0.9290 -3.0552  0.119
H: 3.6859 -0.8188 -2.8177  0.119
H: 1.8900 -1.2256 -4.3916  0.117
H: 2.6361 0.2034 -5.1314  0.122
H: 1.0246 2.0050 -2.5601  0.126
H: -0.1513 0.7160 -2.2533  0.075
C: 1.4950 -5.3900 -2.2690  -0.178
C: 0.9422 -6.4902 -3.1604  -0.163
C: 0.9993 -7.6950 -2.2379  -0.192
O: 0.8203 -7.1999 -0.9013  -0.144
C: 0.9339 -5.7759 -0.9094  -0.214
H: 1.2046 -4.3848 -2.5791  0.082
H: 2.5867 -5.4404 -2.2512  0.107
H: -0.0972 -6.2685 -3.4241  0.106
H: 1.5036 -6.6333 -4.0830  0.117
H: 1.9738 -8.1850 -2.2874  0.102
H: 0.2263 -8.4324 -2.4614  0.119
H: -0.0689 -5.3559 -0.7593  0.104
H: 1.5718 -5.4547 -0.0836  0.113
C: 5.2476 -8.1076 0.3971  -0.167
C: 6.2891 -8.3027 -0.6927  -0.172
C: 5.4204 -8.4863 -1.9259  -0.196
O: 4.2252 -7.7229 -1.7072  -0.164
C: 4.1753 -7.3162 -0.3322  -0.206
H: 5.6264 -7.5952 1.2808  0.114
H: 4.8501 -9.0771 0.7084  0.118
H: 6.8955 -7.3985 -0.7931  0.114
H: 6.9590 -9.1434 -0.5159  0.114
H: 5.1320 -9.5344 -2.0567  0.120
H: 5.9096 -8.1443 -2.8391  0.117
H: 4.3800 -6.2393 -0.2912  0.118
H: 3.1755 -7.4954 0.0653  0.111

Force components x, y, z for each atom (eV/Å):
0.42 0.32 -0.39
-0.05 -0.11 -0.99
-0.33 -0.40 0.94
0.03 0.76 -0.35
-0.14 -1.36 -0.05
0.17 1.41 0.78
-0.48 -1.07 0.75
0.11 1.61 -0.75
1.27 -0.83 0.04
-0.57 -0.51 -0.39
-0.71 -0.27 -0.32
0.57 1.01 0.07
0.03 -0.69 -0.02
-0.07 -0.81 0.69
-0.67 -0.94 1.60
0.69 1.22 -2.11
-0.13 0.40 -0.04
0.75 -1.40 -1.18
-0.49 0.62 0.53
0.38 -0.41 -0.16
-0.33 0.62 0.49
-0.82 -0.11 0.04
0.49 -0.39 0.05
0.41 0.35 -0.12
0.19 0.47 0.01
-0.07 -0.17 0.54
-0.13 0.50 -0.31
-0.03 -0.46 -0.38
-0.29 -0.12 -0.12
-0.17 -0.13 -0.17
-0.03 0.10 0.50
-0.16 0.26 0.66
-0.01 0.20 -0.52
-0.04 0.27 0.62
-0.01 0.22 -0.10
0.11 -0.23 0.06
-0.10 0.25 0.21
0.26 0.02 -0.09
0.10 -0.26 -0.08
-0.03 -0.02 0.02
0.01 -0.02 0.02
0.00 0.03 0.02
-0.06 0.02 -0.02
0.05 -0.01 0.03
-0.10 -0.04 -0.08
0.04 0.02 -0.09
-0.07 0.00 0.06
0.24 0.03 0.03
-0.22 0.02 -0.15
0.25 -0.03 0.15
0.01 0.05 -0.19
-0.23 0.05 0.10
-0.01 -0.03 0.02
-0.03 0.03 0.00
0.02 -0.02 -0.02
0.00 -0.01 0.03
-0.03 -0.05 -0.12
-0.01 0.01 0.08
0.04 0.08 0.02
-0.02 -0.11 0.02
-0.10 -0.27 0.13
0.12 0.24 -0.05
0.01 -0.24 -0.11
-0.13 -0.07 0.17
0.22 0.35 -0.11
-0.02 0.02 -0.03
-0.01 0.05 0.03
0.01 -0.05 -0.02
-0.05 0.00 -0.02
0.07 -0.01 -0.01
-0.12 0.05 -0.01
-0.04 0.01 0.08
0.05 -0.05 0.07
0.29 0.10 0.01
-0.23 0.06 -0.10
0.17 -0.34 0.01
0.01 0.21 -0.15
-0.20 -0.09 0.06
-0.01 -0.01 0.03
-0.03 -0.02 0.00
0.02 -0.02 -0.03
0.02 -0.02 0.05
-0.01 0.03 -0.08
-0.06 0.05 0.13
0.03 0.11 0.03
-0.03 -0.07 0.04
-0.08 -0.19 0.10
0.18 0.17 -0.04
-0.11 -0.17 -0.11
0.22 -0.01 0.17
-0.08 0.20 0.00
-0.02 0.01 -0.03
-0.01 0.04 0.02
0.01 -0.04 -0.01
-0.03 0.00 -0.02
0.08 -0.02 -0.02
-0.10 0.03 -0.02
0.01 0.00 0.08
-0.03 -0.01 -0.14